1.
Density functional theory data (ωB97M-V/def2-TZVPD) for a molecular structure, C5H8LiO3Ru in a non-equilibrium geometry.

Atoms and positions in Å:
C (0.945635, 1.284957, -3.663537)
C (2.103972, 1.284359, -3.309137)
H (-0.064068, 1.189757, -4.029153)
H (3.161130, 1.045032, -3.288205)
H (1.083303, 0.407456, -1.888177)
Li (-1.022217, 3.145242, 0.212015)
O (-0.167610, -0.601603, 0.682754)
Ru (1.113053, -2.238174, -0.345406)
O (0.849921, -0.181550, -1.115964)
C (0.037402, 0.337254, -0.211842)
O (-0.393396, 1.463661, -0.206008)
C (-0.951774, -0.320121, 1.881465)
C (-1.058915, -1.598358, 2.668307)
H (-0.425808, 0.468086, 2.432542)
H (-1.928408, 0.049022, 1.547902)
H (-0.068201, -1.956654, 2.976568)
H (-1.651187, -1.398068, 3.569929)
H (-1.562838, -2.380306, 2.085951)

Force components x, y, z for each atom (eV/Å):
C -0.419 -0.240 0.045
C 0.493 -0.714 -0.453
H 0.141 0.360 0.016
H -0.176 0.576 0.288
H 0.437 0.792 -1.302
Li -0.247 0.682 0.061
O 0.653 -0.628 -0.818
Ru 0.230 -1.048 0.252
O 0.177 -0.716 0.044
C -0.872 2.260 0.500
O 0.455 -1.223 -0.082
C -1.150 0.274 1.712
C 0.133 -0.141 -0.170
H 0.041 -0.178 -0.176
H 0.201 -0.154 -0.072
H -0.165 0.097 0.131
H 0.142 -0.138 -0.159
H -0.073 0.138 0.182

Computed properties:
F_max (eV/Å): 2.47
Spin multiplicity: 7
Frontier orbital gap (alpha / beta) (eV): 9.6 / 3.1
Expectation value of S²: 12.00
Net charge: +3
E (eV): -14204.3714

2.
Density functional theory data (ωB97M-V/def2-TZVPD) for a single C6H9NO2 molecule in a non-equilibrium geometry.

Atoms and positions in Å:
O (0.330184, 1.726163, -0.338225)
C (0.515530, 0.364060, -0.167477)
C (1.950174, -0.086694, -0.168224)
N (2.406643, -1.274559, -0.076150)
C (-0.399561, -0.460703, 0.709829)
C (-1.801468, 0.140252, 0.719198)
C (-1.853535, 0.008068, -0.827792)
C (-0.447691, -0.586389, -0.813838)
H (0.603192, 2.191935, 0.458856)
H (0.017703, -1.139830, 1.455977)
H (-2.524757, -0.513021, 1.220256)
H (-1.883993, 1.154744, 1.132664)
H (-2.598327, -0.725107, -1.157345)
H (-1.978654, 0.934635, -1.403278)
H (-0.089601, -1.389301, -1.461538)
O (2.797948, 0.927032, 0.025437)
H (1.678445, -1.978261, -0.174974)
H (3.277764, 0.706975, 0.866620)

Force components x, y, z for each atom (eV/Å):
O -0.334 0.183 -0.143
C -0.100 -0.385 -0.660
C -0.389 -1.808 1.094
N -0.458 0.553 -0.406
C 0.292 -0.233 0.320
C -0.129 0.126 0.177
C -0.202 0.059 -0.246
C 0.035 -0.062 -0.207
H 0.133 -0.052 -0.036
H -0.113 0.188 -0.251
H 0.168 0.165 -0.122
H 0.007 -0.269 -0.124
H 0.147 0.186 0.105
H 0.078 -0.257 0.177
H -0.063 0.280 0.209
O 1.049 1.013 1.545
H -0.036 0.102 0.006
H -0.086 0.210 -1.438

Computed properties:
F_max (eV/Å): 2.15
Frontier orbital gap (eV): 10.4
E (eV): -11950.8947
SMILES string: [H]/N=C(/O)[C@@]1(O)[C@@H]2CC[C@@H]21

3.
Density functional theory data (ωB97M-V/def2-TZVPD) for a single C4H11NS molecule in a non-equilibrium geometry.

Atoms and positions in Å:
C (-0.133585, 2.606920, -0.972310)
C (0.692267, 1.418153, -0.171545)
C (-0.410025, 0.247327, 0.034178)
C (0.261641, -1.136382, -0.416464)
S (-0.717175, -2.496115, 0.185456)
N (1.057925, 1.717399, 1.207818)
H (-1.138376, 2.538425, -0.579061)
H (-0.184996, 2.265371, -2.025317)
H (0.355052, 3.649837, -0.871687)
H (1.654985, 1.158033, -0.689099)
H (-0.719675, 0.298263, 1.115891)
H (-1.310925, 0.372753, -0.491652)
H (0.588455, -1.443874, -1.396144)
H (1.252314, -1.166254, 0.056270)
H (-2.056949, -2.439255, -0.246497)
H (1.744115, 1.174568, 1.577135)
H (1.423541, 2.692079, 1.284987)

Force components x, y, z for each atom (eV/Å):
C 2.401 -0.803 1.016
C -1.973 0.227 -0.281
C 3.297 -0.679 -0.767
C -0.752 1.233 1.395
S -1.026 -1.919 0.995
N -1.891 4.777 -0.702
H -0.174 0.632 0.184
H 0.186 0.447 0.494
H -0.922 -1.699 -0.221
H -1.298 -0.242 -0.325
H 0.790 -0.628 -1.052
H -1.035 0.429 -1.186
H -0.681 1.196 -1.122
H -0.439 -0.463 0.784
H 1.644 0.793 -0.095
H 2.303 -2.293 0.965
H -0.429 -1.009 -0.083

Computed properties:
F_max (eV/Å): 5.19
Frontier orbital gap (eV): 9.7
E (eV): -16649.9969
SMILES string: C[C@@H](N)CCS

no.,molecular weight (g/mol)
1,224.13
2,127.14
3,105.21